# C18H22ClN5O4S

C18H22ClN5O4S in the gas phase (ωB97M-V/def2-TZVPD, OMol25).

The geometry in XYZ format:
```
51
Properties=species:S:1:pos:R:3:nbo_charge:R:1
C -1.58456 -2.72146 -2.03277 -0.62
C -1.89853 -1.58445 -3.00393 -0.13
N -2.81017 -0.57929 -2.44001 -0.91
S -4.24148 -0.94724 -1.69951 2.33
C -3.83172 -0.87714 0.01833 -0.89
O -5.10875 0.15724 -1.99201 -0.94
O -4.63219 -2.29327 -2.00780 -0.95
C -0.57245 -0.90913 -3.35253 0.68
O 0.13219 -1.33899 -4.24913 -0.63
N -0.23050 0.12194 -2.55256 -0.65
C 1.01713 0.85173 -2.70356 -0.04
C 0.84254 2.19087 -1.99658 -0.23
N 1.16141 1.86142 -0.60744 -0.41
C 0.15118 1.61343 0.25907 0.66
O -1.03556 1.71831 -0.03350 -0.64
C 0.51593 1.22635 1.67455 0.14
C -0.46463 0.50943 2.40386 -0.24
C -0.19721 0.17113 3.69179 0.03
Cl -1.35334 -0.72087 4.61589 0.03
C 1.03384 0.55686 4.28127 -0.10
C 1.43795 0.28300 5.60457 -0.23
C 2.65795 0.72907 6.02327 0.03
N 3.52212 1.42918 5.24383 -0.40
C 3.15892 1.68821 4.02014 0.08
C 1.92022 1.27958 3.46145 0.11
N 1.66215 1.60180 2.16808 -0.38
C 2.39677 1.07201 -0.67302 -0.21
C 2.23906 0.22431 -1.96219 -0.24
C 2.09510 -1.25681 -1.64147 -0.61
H -0.84323 -3.37122 -2.49636 0.24
H -1.16231 -2.32781 -1.10512 0.20
H -2.47307 -3.30553 -1.80998 0.24
H -2.28891 -2.00277 -3.93295 0.22
H -2.97328 0.21937 -3.04188 0.42
H -4.75100 -1.07813 0.56544 0.25
H -3.08799 -1.63792 0.24259 0.24
H -3.45908 0.12077 0.24023 0.26
H -0.87476 0.40132 -1.82371 0.44
H 1.21939 0.94105 -3.76956 0.23
H 1.58030 2.91412 -2.34895 0.21
H -0.15482 2.61052 -2.07990 0.24
H -1.39875 0.26036 1.92400 0.25
H 0.79160 -0.26840 6.27180 0.24
H 2.99698 0.53509 7.03306 0.20
H 3.83712 2.24859 3.38494 0.20
H 3.24553 1.75506 -0.73050 0.21
H 2.51675 0.45813 0.21299 0.22
H 3.11341 0.36375 -2.59984 0.22
H 1.27145 -1.42242 -0.94192 0.20
H 1.90440 -1.84155 -2.54000 0.24
H 3.00685 -1.62960 -1.17248 0.21
```

## Properties
electronic energy	-2132.28916	Eh
structure (SMILES)	C[C@@H]1CN(C(=O)c2cc(Cl)c3ccncc3n2)C[C@@H]1NC(=O)[C@@H](C)NS(C)(=O)=O
highest occupied orbital energy	-9.649	eV
2S+1	1
LUMO level	-0.032	Ha

---

# Cl7Fe

A molecular structure, Cl7Fe at a distorted geometry (ωB97M-V/def2-TZVPD, OMol25).

The geometry in XYZ format:
```
8
Properties=species:S:1:pos:R:3:nbo_charge:R:1
Fe 0.13647 -0.76236 0.97880 1.54
Cl -1.36993 -2.17897 -0.31101 -0.69
Cl 2.54823 -3.51383 0.24200 -0.98
Cl 0.14898 -1.11838 3.28921 -0.72
Cl 1.66520 0.22198 -0.43772 -0.57
Cl -0.51050 4.45394 -1.11308 -0.99
Cl -1.33535 1.63351 1.24174 -0.59
Cl -1.28311 1.26412 -3.88991 -1.00
```

## Properties
electronic energy	-4484.94013	Eh
charge	-4
highest occupied orbital energy (spin up / spin down)	3.969 / 3.970	eV
<S²>	8.77
2S+1	6
LUMO level (spin up / spin down)	0.337 / 0.309	Ha

---

# C3H9O2S

2 unconnected molecules or ions with the total composition C3H9O2S (ωB97M-V/def2-TZVPD, OMol25).

The geometry in XYZ format:
```
15
Properties=species:S:1:pos:R:3:nbo_charge:R:1
C 0.72872 0.88854 0.15574 -0.04
O -0.12139 1.19780 1.19014 -0.95
C 0.75524 -0.62362 -0.14745 -0.44
C -0.62483 -1.20424 -0.45272 -0.48
S -1.35621 -0.51062 -2.01276 -0.11
H 1.76650 1.19077 0.40128 0.11
H 0.46237 1.38420 -0.79914 0.11
H 1.48322 -0.82336 -0.94965 0.16
H 1.15542 -1.12701 0.73977 0.21
H -1.26758 -0.96920 0.39084 0.25
H -0.54719 -2.27726 -0.61584 0.19
H -0.26451 -0.90611 -2.70827 0.10
H 1.64086 1.30333 3.57907 0.44
H 0.74408 0.79234 2.39112 0.50
O 1.46874 0.50286 3.07893 -1.05
```

## Properties
electronic energy	-668.38006	Eh
charge	-1
highest occupied orbital energy	-3.267	eV
2S+1	1
LUMO level	0.122	Ha

---

# C5H7N

C5H7N in the gas phase at a distorted geometry (ωB97M-V/def2-TZVPD, OMol25).

The geometry in XYZ format:
```
13
Properties=species:S:1:pos:R:3:nbo_charge:R:1
C 0.87874 -0.35286 -2.05186 -0.16
C 0.62756 -0.65497 -0.77666 0.03
C 0.25072 0.62443 -1.21989 0.27
C 0.64162 -1.55413 0.41560 -0.67
C -0.86783 1.87564 0.23831 -0.40
N -0.32461 1.73997 -1.02433 -0.53
H 1.47175 -0.71772 -2.81277 0.22
H -0.44262 -1.68710 0.56547 0.25
H 0.96690 -1.19240 1.38936 0.25
H 1.19757 -2.55951 0.12348 0.23
H -0.36893 1.25091 1.06906 0.15
H -1.93646 1.60558 0.29856 0.19
H -0.74307 3.05362 0.57177 0.19
```

## Properties
electronic energy	-249.33324	Eh
structure (SMILES)	C/N=c1/cc1C
highest occupied orbital energy	-8.666	eV
2S+1	1
LUMO level	0.029	Ha

---

# C4H9NO2

4 unconnected molecules or ions with the total composition C4H9NO2 at a distorted geometry (ωB97M-V/def2-TZVPD, OMol25).

The geometry in XYZ format:
```
16
Properties=species:S:1:pos:R:3:nbo_charge:R:1
C -0.41505 -0.18386 -0.25424 0.45
C -0.58853 0.30203 1.01145 -0.41
C 0.31125 -2.43277 0.10143 -0.24
C 0.77142 2.83283 0.14089 -0.01
O 0.50389 -1.17842 -0.54940 -0.55
O -1.54719 -0.24771 -1.05110 -0.71
N 0.35408 2.49709 1.18714 -0.31
H -1.26280 -0.38764 -1.96297 0.48
H 0.45222 0.96325 -1.15357 0.05
H -1.50404 0.79300 1.29030 0.22
H 0.03328 -0.01326 1.83040 0.22
H 0.53209 -2.35084 1.17115 0.17
H 1.02171 -3.12242 -0.34886 0.19
H -0.70264 -2.81633 -0.04094 0.18
H 1.06964 3.70026 -0.42120 0.24
H 0.97067 1.64479 -0.95048 0.02
```

## Properties
electronic energy	-362.86091	Eh
highest occupied orbital energy	-8.562	eV
2S+1	1
LUMO level	0.024	Ha

---

# C5H9NO2

C5H9NO2 in the gas phase at a distorted geometry (ωB97M-V/def2-TZVPD, OMol25).

The geometry in XYZ format:
```
17
Properties=species:S:1:pos:R:3:nbo_charge:R:1
C -0.77823 -1.59652 -1.00027 0.54
N -0.06784 -0.43198 -0.66941 -0.49
C -0.90224 0.77934 -0.74591 -0.22
C -0.37295 2.04416 -1.41959 -0.63
C 0.78646 -0.52597 0.54778 -0.34
C 0.92770 0.82610 1.43070 0.44
O 1.50655 0.82882 2.47190 -0.50
O -0.90231 -2.49894 -0.20741 -0.56
H -1.09309 -1.73194 -2.03772 0.14
H -1.28649 1.12685 0.27836 0.18
H -1.80474 0.51123 -1.29200 0.20
H 0.15836 2.73396 -0.78019 0.20
H 0.36989 1.68605 -2.13274 0.22
H -1.25124 2.49273 -1.88199 0.22
H 1.81418 -0.58288 0.18307 0.22
H 0.42745 -1.35098 1.18089 0.26
H 0.53137 1.75345 1.00320 0.11
```

## Properties
electronic energy	-401.09749	Eh
structure (SMILES)	CCN(C=O)CC=O
highest occupied orbital energy	-9.588	eV
2S+1	1
LUMO level	0.029	Ha

---

Question: Which value of electronic energy does entry 1 give?
Answer: -2132.28916 Eh